Below is C39H61BBr2CrIN3OP2 as an isolated structure at a distorted geometry, with properties calculated with ωB97M-V/def2-TZVPD.

Largest force on an atom (eV/A): 4.07
Orbital gap (spin up / spin down) (eV): 7.2 / 7.2
Relative energy (zero: lowest compared OMol25 entry of this formula, charge and spin) (kcal per mole): 56.3
DFT total energy (eV): -243804.6744
Highest occupied orbital energy (spin up / spin down) (Ha): -0.366 / -0.365
Total charge: +1
2S+1: 4

Positions of all 111 atoms, in Å:
1 H 4.90 -18.56 9.62
2 H 3.63 -16.51 5.10
3 C 5.25 -14.87 2.57
4 C 5.02 -19.22 5.82
5 C 0.75 -19.34 -0.34
6 H 5.87 -20.72 -0.49
7 H 4.69 -22.08 -0.71
8 H 1.13 -16.95 -2.15
9 H 9.91 -23.44 3.38
10 C 4.32 -15.76 4.68
11 C 4.05 -22.38 2.20
12 H 6.80 -21.17 5.12
13 H 7.09 -22.84 1.35
14 H 8.63 -15.92 -3.63
15 H 4.55 -18.26 -2.64
16 C 3.13 -20.24 1.21
17 H 5.40 -15.06 1.50
18 C 4.53 -17.35 2.75
19 C 1.88 -17.78 -2.01
20 B 5.21 -20.45 2.71
21 H 3.66 -21.45 -3.31
22 C 7.48 -16.76 -0.54
23 H 10.22 -22.70 5.37
24 H 3.78 -17.96 3.28
25 H 7.39 -22.64 4.43
26 H 2.39 -23.20 0.97
27 C 9.21 -23.37 2.55
28 Cr 6.11 -18.60 3.09
29 H 11.40 -19.68 3.39
30 C 5.75 -15.61 -1.78
31 C 7.90 -16.08 -2.77
32 H 10.05 -19.72 6.41
33 H 11.06 -21.46 1.87
34 H 7.50 -17.06 7.76
35 H 5.30 -15.83 5.04
36 H 2.34 -25.20 2.01
37 H 11.22 -22.03 4.10
38 H 5.90 -24.18 4.38
39 H 11.12 -18.74 4.88
40 P 3.57 -19.16 -0.22
41 C 4.27 -15.89 3.17
42 H 2.39 -21.38 -2.04
43 C 10.19 -21.27 1.24
44 C 1.72 -17.12 0.38
45 H 10.00 -18.64 3.53
46 C 3.14 -23.32 1.80
47 N 4.14 -20.98 1.95
48 H 4.33 -26.01 3.53
49 C 6.69 -17.61 7.26
50 H 6.15 -15.07 3.12
51 C 3.14 -20.82 -2.63
52 H 1.93 -17.42 1.44
53 C 4.22 -24.99 3.16
54 C 9.75 -20.55 4.60
55 H 10.04 -20.24 1.03
56 H 8.68 -21.03 6.46
57 H 4.96 -13.81 2.78
58 H 5.47 -19.59 -3.34
59 H 5.66 -21.75 -2.02
60 H 6.35 -14.89 -3.71
61 H 0.97 -20.27 -0.88
62 C 7.81 -22.15 0.94
63 C 5.76 -18.34 7.96
64 H 2.56 -20.16 -3.31
65 C 8.37 -16.71 -1.59
66 H 0.65 -19.55 0.76
67 C 5.19 -21.21 -1.19
68 C 9.17 -20.15 5.94
69 H 4.28 -17.52 1.70
70 N 5.85 -21.61 3.36
71 H 10.47 -21.68 0.29
72 H 5.84 -18.83 -1.67
73 C 6.66 -15.49 -2.87
74 O 5.71 -18.22 9.29
75 Br 10.14 -17.18 -1.53
76 H 5.56 -16.43 0.21
77 H 8.20 -22.62 -0.01
78 C 3.15 -24.59 2.31
79 I 8.07 -17.87 1.10
80 Br 8.20 -17.03 4.97
81 H 2.89 -17.50 -2.43
82 C 8.96 -21.93 2.02
83 H 2.70 -19.45 1.91
84 H 2.31 -20.90 0.95
85 C 7.03 -21.63 4.21
86 C 10.64 -19.33 4.07
87 H 1.50 -18.58 -2.65
88 H 8.39 -19.44 5.86
89 C 6.21 -16.27 -0.65
90 H 4.74 -15.20 -1.78
91 C 10.60 -21.74 5.02
92 H 2.40 -16.33 0.12
93 C 1.90 -18.33 -0.59
94 H 3.95 -14.80 4.98
95 C 5.16 -24.03 3.56
96 C 4.19 -20.20 -1.71
97 H 3.23 -15.63 2.92
98 H -0.20 -18.94 -0.70
99 P 8.34 -20.62 3.29
100 H 11.38 -21.51 5.76
101 C 5.08 -19.17 -2.42
102 H 0.71 -16.71 0.50
103 H 4.05 -19.61 7.69
104 C 6.83 -17.80 5.92
105 H 4.34 -19.86 5.24
106 C 5.09 -22.76 3.07
107 H 9.59 -24.02 1.77
108 C 4.88 -19.14 7.17
109 N 6.02 -18.56 5.19
110 H 7.37 -21.20 0.77
111 H 8.27 -23.83 2.86

Below is a 6-piece molecular cluster, C39H63NO11S6 overall at a distorted geometry, with properties calculated with ωB97M-V/def2-TZVPD.

Largest force on an atom (eV/A): 4.89
Orbital gap (eV): 8.2
Relative energy (zero: lowest compared OMol25 entry of this formula, charge and spin) (kcal per mole): 239.0
DFT total energy (eV): -130477.8708
Highest occupied orbital energy (Ha): -0.284
SMILES string: CCC[C@@H](C)c1ccc2c(c1)Sc1c(CCO)cccc1N2.O=S1(=O)CCCC1.O=S1(=O)CCCC1.O=S1(=O)CCCC1.O=S1(=O)CCCC1.O=S1(=O)CCCC1
Total charge: 0

Positions of all 120 atoms, in Å:
1 C 3.30 -0.96 -1.82
2 O -9.47 0.60 -2.85
3 H 1.43 -3.00 -2.15
4 C 4.40 0.03 -1.29
5 C 10.64 -0.78 -4.40
6 H 6.69 0.25 -0.86
7 N 4.04 1.42 -0.88
8 H -3.67 1.74 3.49
9 C 1.75 2.27 2.41
10 H 0.09 7.78 1.77
11 H 2.15 -4.69 2.43
12 C -9.51 -0.21 -0.34
13 O -1.93 -1.42 -0.81
14 H -1.06 3.65 3.28
15 H -0.48 5.24 1.26
16 H 3.95 2.85 1.67
17 H -2.10 0.12 1.90
18 C -9.84 -1.70 -0.16
19 H -5.11 -0.55 -3.57
20 C -8.76 -2.49 -0.91
21 C -2.01 8.27 1.45
22 H 11.75 -3.46 -3.73
23 H -2.28 -0.23 3.78
24 C -0.80 1.45 3.14
25 C 0.50 -4.37 5.42
26 C -3.21 7.51 0.89
27 H 1.83 2.88 3.38
28 H 2.46 -5.21 4.97
29 O 0.67 -3.68 -4.59
30 S -2.79 5.77 1.00
31 H 7.31 -2.34 -1.59
32 C 0.20 -3.81 2.84
33 C 1.95 -3.01 -4.31
34 O 9.06 -2.86 -1.74
35 O -0.41 -2.02 4.66
36 C -1.72 2.76 2.99
37 H -3.56 3.56 4.00
38 C -3.01 2.56 3.95
39 H -2.53 0.96 5.56
40 C 2.98 2.27 1.43
41 H -1.92 9.25 0.99
42 C -1.15 6.00 1.65
43 C -4.40 -0.84 -1.53
44 H -2.00 2.89 1.88
45 O -7.28 0.36 -1.62
46 H -5.22 -0.68 -0.84
47 H -1.60 2.57 5.72
48 S -2.87 -0.32 -0.78
49 C 10.45 -2.20 -4.95
50 H -0.32 -4.66 2.40
51 H -3.38 7.75 -0.16
52 H 3.64 1.84 -1.75
53 C 2.37 -3.31 -2.77
54 C 5.88 -0.48 -1.24
55 C 2.92 1.45 0.09
56 H 2.19 -3.27 3.48
57 H -4.31 -1.91 -1.76
58 C -2.62 2.11 5.45
59 H 11.12 -2.40 -5.79
60 H -9.03 -3.54 -1.01
61 H 10.17 0.09 -2.44
62 H -10.41 0.40 -0.38
63 S 10.27 -2.29 -2.30
64 C -0.77 7.41 1.22
65 H 2.79 -3.40 -5.00
66 C -1.59 0.06 2.92
67 H 8.79 -0.72 -3.26
68 H 9.43 -2.31 -5.32
69 O -2.68 5.24 -0.34
70 H 1.11 -6.04 4.19
71 H -2.66 -0.51 -3.70
72 S -0.60 -3.42 4.38
73 C 1.57 0.70 -0.21
74 O -1.91 -4.03 4.39
75 H 1.78 -1.88 -4.49
76 O -3.62 5.15 2.01
77 H -0.56 0.07 0.39
78 H -0.51 7.42 0.15
79 C 1.49 -5.05 4.48
80 C 10.70 -3.17 -3.80
81 C 0.43 1.46 2.09
82 H -9.88 -1.97 0.89
83 H -5.12 0.90 -2.58
84 H -7.82 -2.44 -0.36
85 H -4.12 7.70 1.47
86 C 1.62 -4.18 3.24
87 H -2.76 1.84 -1.73
88 H -7.68 -2.08 -2.77
89 H 0.05 -3.45 -3.86
90 H 1.00 -3.68 6.10
91 H 10.07 -4.06 -3.88
92 C 6.22 -1.96 -1.67
93 C 5.08 -2.91 -2.19
94 C 0.35 0.68 0.74
95 C -8.61 -1.82 -2.26
96 H -9.47 -2.03 -2.91
97 H -3.40 2.43 6.24
98 C -3.15 0.37 -3.28
99 H -1.21 5.93 2.74
100 H -1.33 0.86 -2.17
101 C -2.41 0.85 -2.04
102 H -3.18 1.14 -4.06
103 S 1.57 -0.25 -1.82
104 C -4.56 -0.01 -2.80
105 H -0.80 -0.78 2.84
106 O -3.16 0.41 0.44
107 H 0.15 -2.95 2.17
108 H -10.82 -1.91 -0.60
109 H -8.85 0.15 0.45
110 H 10.28 -0.03 -5.10
111 O 11.47 -2.12 -1.51
112 S -8.63 -0.07 -1.89
113 H -0.08 -5.10 6.00
114 H 5.36 -3.98 -2.48
115 H 2.49 -4.43 -2.58
116 H -2.15 8.43 2.53
117 C 3.60 -2.42 -2.28
118 H 11.70 -0.60 -4.22
119 H -0.31 1.37 4.18
120 C 9.87 -0.74 -3.09